# 1
Formula: C22H28N2O4S
Source: OMol25
Level of theory: ωB97M-V/def2-TZVPD

Geometry (Å):
C (1.704, -0.576, -2.188)
C (0.639, -1.128, -1.291)
C (0.525, -2.503, -1.105)
C (-0.431, -3.032, -0.257)
C (-1.284, -2.177, 0.414)
S (-2.478, -2.835, 1.578)
O (-2.733, -4.207, 1.249)
O (-3.582, -1.926, 1.663)
N (-1.696, -2.812, 3.044)
C (-1.445, -1.507, 3.608)
C (-1.160, -1.649, 5.101)
C (0.021, -2.594, 5.314)
C (-0.274, -3.937, 4.652)
C (-0.587, -3.727, 3.173)
C (-1.194, -0.811, 0.251)
C (-0.240, -0.283, -0.611)
C (-0.119, 1.209, -0.743)
O (0.611, 1.851, -0.010)
N (-0.895, 1.769, -1.699)
C (-1.735, 0.990, -2.579)
C (-0.722, 3.170, -2.011)
C (0.066, 3.360, -3.319)
O (1.333, 2.747, -3.228)
C (2.379, 3.539, -2.792)
C (2.752, 4.689, -3.479)
C (3.845, 5.421, -3.052)
C (4.571, 5.013, -1.947)
C (4.199, 3.867, -1.265)
C (3.105, 3.129, -1.681)
H (1.443, 0.407, -2.574)
H (2.632, -0.471, -1.625)
H (1.894, -1.250, -3.020)
H (1.197, -3.163, -1.634)
H (-0.541, -4.095, -0.116)
H (-2.341, -0.911, 3.434)
H (-0.588, -1.024, 3.111)
H (-2.044, -2.057, 5.592)
H (-0.947, -0.667, 5.525)
H (0.204, -2.733, 6.381)
H (0.920, -2.158, 4.871)
H (-1.139, -4.397, 5.132)
H (0.578, -4.611, 4.751)
H (-0.891, -4.660, 2.697)
H (0.305, -3.334, 2.657)
H (-1.883, -0.170, 0.779)
H (-2.523, 1.634, -2.969)
H (-1.170, 0.575, -3.418)
H (-2.196, 0.169, -2.033)
H (-0.160, 3.612, -1.184)
H (-1.698, 3.656, -2.095)
H (-0.455, 2.873, -4.150)
H (0.149, 4.431, -3.532)
H (2.198, 5.002, -4.353)
H (4.132, 6.312, -3.592)
H (5.424, 5.588, -1.618)
H (4.757, 3.548, -0.398)
H (2.789, 2.252, -1.141)

Results
LUMO level, eV: 0.66
ΔE to the lowest compared entry with this formula, charge and spin, kcal/mol: 21.9
M, g mol⁻¹: 416.543
SMILES: Cc1ccc(S(=O)(=O)N2CCCCC2)cc1C(=O)N(C)CCOc1ccccc1

# 2
Formula: C22H28N2O6S2
Source: OMol25
Level of theory: ωB97M-V/def2-TZVPD

Geometry (Å):
O (-5.027, -4.470, 0.544)
S (-3.668, -4.813, 0.846)
O (-3.150, -6.095, 0.468)
N (-3.394, -4.618, 2.474)
C (-4.382, -4.002, 3.323)
C (-3.758, -2.918, 4.219)
C (-3.021, -1.828, 3.423)
C (-1.556, -2.238, 3.554)
C (-1.550, -2.877, 4.940)
O (-2.801, -3.523, 5.080)
C (-2.596, -3.542, 0.190)
C (-1.236, -3.780, 0.133)
C (-0.388, -2.775, -0.294)
C (-0.898, -1.530, -0.666)
C (0.008, -0.461, -1.114)
C (1.220, -0.242, -0.457)
C (2.077, 0.756, -0.882)
C (1.726, 1.535, -1.967)
S (2.835, 2.835, -2.491)
O (2.423, 3.300, -3.783)
O (4.187, 2.391, -2.306)
N (2.486, 3.999, -1.324)
C (3.627, 4.567, -0.640)
C (4.342, 5.612, -1.507)
C (5.592, 6.197, -0.827)
C (5.443, 7.701, -1.054)
C (3.924, 7.845, -1.097)
O (3.463, 6.698, -1.780)
C (0.532, 1.337, -2.633)
C (-0.327, 0.340, -2.206)
C (-2.275, -1.317, -0.614)
C (-3.123, -2.322, -0.183)
H (-2.875, -5.370, 2.892)
H (-5.133, -3.561, 2.666)
H (-4.870, -4.744, 3.965)
H (-4.562, -2.491, 4.834)
H (-3.184, -0.853, 3.882)
H (-3.354, -1.795, 2.389)
H (-1.307, -2.979, 2.794)
H (-0.869, -1.398, 3.479)
H (-1.443, -2.108, 5.719)
H (-0.768, -3.627, 5.076)
H (-0.866, -4.754, 0.409)
H (0.674, -2.957, -0.362)
H (1.478, -0.847, 0.399)
H (3.022, 0.935, -0.396)
H (1.920, 4.728, -1.738)
H (3.277, 5.023, 0.291)
H (4.310, 3.746, -0.419)
H (4.578, 5.139, -2.469)
H (6.508, 5.793, -1.252)
H (5.572, 5.969, 0.240)
H (5.899, 8.300, -0.269)
H (5.869, 7.985, -2.016)
H (3.578, 8.720, -1.649)
H (3.510, 7.877, -0.078)
H (0.304, 1.958, -3.484)
H (-1.250, 0.161, -2.735)
H (-2.677, -0.355, -0.892)
H (-4.192, -2.184, -0.141)

Results
LUMO level, eV: -0.06
ΔE to the lowest compared entry with this formula, charge and spin, kcal/mol: 0.0
M, g mol⁻¹: 480.608
SMILES: O=S(=O)(NC[C@@H]1CCCO1)c1ccc(-c2ccc(S(=O)(=O)NC[C@@H]3CCCO3)cc2)cc1

# 3
Formula: C22H28N4O4
Source: OMol25
Level of theory: ωB97M-V/def2-TZVPD

Geometry (Å):
C (7.382, 2.384, 0.343)
O (6.979, 1.050, 0.523)
C (5.726, 0.694, 0.119)
C (4.797, 1.546, -0.454)
C (3.548, 1.077, -0.833)
C (3.206, -0.248, -0.640)
C (1.842, -0.741, -1.049)
N (0.820, 0.145, -0.526)
C (0.682, 0.093, 0.917)
C (0.040, 1.402, 1.357)
N (-1.139, 1.654, 0.562)
C (-1.413, 1.139, -0.641)
O (-2.415, 1.463, -1.261)
C (-0.453, 0.094, -1.195)
C (-1.192, -1.289, -1.172)
C (-2.296, -1.366, -0.129)
O (-2.023, -1.472, 1.060)
N (-3.573, -1.360, -0.561)
C (-3.979, -1.179, -1.937)
C (-4.631, -1.558, 0.408)
C (-5.599, -0.411, 0.521)
C (-5.247, 0.900, 0.213)
C (-6.198, 1.893, 0.378)
C (-7.458, 1.550, 0.845)
C (-7.709, 0.214, 1.114)
N (-6.811, -0.741, 0.953)
C (4.131, -1.109, -0.058)
C (5.384, -0.661, 0.320)
O (6.352, -1.431, 0.893)
C (6.076, -2.789, 1.124)
H (6.749, 3.077, 0.907)
H (7.378, 2.668, -0.715)
H (8.400, 2.436, 0.725)
H (5.036, 2.585, -0.616)
H (2.830, 1.750, -1.273)
H (1.766, -0.727, -2.141)
H (1.716, -1.785, -0.713)
H (0.059, -0.751, 1.246)
H (1.673, 0.004, 1.363)
H (-0.247, 1.352, 2.410)
H (0.754, 2.225, 1.221)
H (-1.799, 2.337, 0.909)
H (-0.279, 0.356, -2.246)
H (-1.571, -1.512, -2.165)
H (-0.461, -2.054, -0.903)
H (-5.059, -1.057, -1.960)
H (-3.525, -0.279, -2.353)
H (-3.718, -2.047, -2.550)
H (-4.145, -1.707, 1.379)
H (-5.196, -2.466, 0.168)
H (-4.265, 1.133, -0.164)
H (-5.958, 2.920, 0.143)
H (-8.225, 2.296, 0.989)
H (-8.676, -0.115, 1.470)
H (3.856, -2.142, 0.094)
H (6.977, -3.197, 1.579)
H (5.233, -2.919, 1.812)
H (5.868, -3.323, 0.191)

Results
LUMO level, eV: 0.71
ΔE to the lowest compared entry with this formula, charge and spin, kcal/mol: 48.2
M, g mol⁻¹: 412.490
SMILES: COc1ccc(CN2CCNC(=O)[C@@H]2CC(=O)N(C)Cc2ccccn2)cc1OC

# 4
Formula: C22H28N4O4S2Sr
Source: OMol25
Level of theory: ωB97M-V/def2-TZVPD

Geometry (Å):
Sr (1.149, 1.168, 0.198)
C (0.902, -2.903, 3.566)
N (0.429, -3.137, 2.219)
C (1.063, -2.735, 1.116)
S (2.599, -2.008, 1.160)
N (0.447, -3.028, -0.051)
C (0.962, -2.600, -1.334)
H (0.069, -3.085, 4.241)
H (1.244, -1.875, 3.684)
H (1.728, -3.571, 3.813)
H (-0.542, -3.401, 2.123)
H (-0.565, -3.051, -0.006)
H (1.962, -2.996, -1.493)
H (1.016, -1.514, -1.433)
H (0.292, -2.986, -2.101)
C (-3.893, -2.724, -0.292)
C (-3.012, -2.010, -1.139)
C (-2.032, -1.228, -0.595)
C (-1.850, -1.098, 0.809)
C (-0.772, -0.295, 1.332)
C (-0.746, -0.226, 2.712)
C (-1.646, -0.903, 3.575)
C (-2.618, -1.702, 3.052)
C (-2.749, -1.815, 1.641)
C (-3.766, -2.621, 1.061)
H (-4.675, -3.336, -0.722)
H (-3.125, -2.071, -2.214)
H (-1.386, -0.661, -1.251)
H (0.030, 0.363, 3.212)
H (-1.555, -0.794, 4.650)
H (-3.306, -2.245, 3.692)
H (-4.449, -3.151, 1.717)
N (2.810, 1.725, 3.732)
C (2.788, 2.193, 2.449)
C (1.832, 3.165, 2.058)
C (1.740, 3.570, 0.721)
C (2.591, 2.994, -0.262)
C (3.574, 2.035, 0.139)
C (3.663, 1.641, 1.468)
S (1.861, 2.705, -1.963)
O (2.671, 3.287, -2.985)
O (0.490, 3.153, -1.770)
O (1.868, 1.213, -1.966)
H (2.485, 2.344, 4.456)
H (3.606, 1.176, 4.012)
H (1.169, 3.594, 2.799)
H (0.966, 4.251, 0.394)
H (4.180, 1.566, -0.625)
H (4.397, 0.901, 1.760)
C (-1.237, 2.818, -5.276)
N (-1.279, 1.897, -4.165)
C (-0.438, 0.726, -4.229)
C (-1.994, 2.186, -3.056)
O (-2.053, 1.508, -2.049)
H (-0.233, 3.237, -5.393)
H (-1.937, 3.634, -5.104)
H (-1.514, 2.317, -6.207)
H (0.577, 1.009, -4.513)
H (-0.822, 0.008, -4.960)
H (-0.409, 0.259, -3.250)
H (-2.558, 3.128, -3.158)

Results
LUMO level, eV: -0.47
ΔE to the lowest compared entry with this formula, charge and spin, kcal/mol: 0.0
M, g mol⁻¹: 564.244

Number 1: orbital gap 0.3511 hartree, E -1663.79132 hartree. Number 2: orbital gap 0.3346 hartree, E -2212.42912 hartree. Number 3: orbital gap 0.3207 hartree, E -1375.11726 hartree. Number 4: orbital gap 0.2544 hartree, E -2202.22242 hartree.